Record 1
# C3H6N2O

2 unconnected molecules or ions with the total composition C3H6N2O (the ωB97M-V functional and the def2-TZVPD basis, the OMol25 dataset).

## Properties
- SMILES string: N#CC=O.CN
- Orbital gap: 8.998 eV
- Energy relative to the best compared isomer or geometry (same formula, charge and spin): 61.0 kcal/mol
- LUMO level: -0.2 eV

Geometry as XYZ:
```
12
C3H6N2O the ωB97M-V functional and the def2-TZVPD basis
C 1.5022 -0.5142 0.2346
N 0.6410 0.1078 -0.7555
C -1.5406 -0.1467 -0.4087
N -1.9271 -0.8757 -1.2338
C -1.6592 0.7420 0.7676
O -0.7879 1.4009 1.2697
H 0.9900 -1.3970 0.6354
H 1.6400 0.1901 1.0584
H 2.4901 -0.8329 -0.1280
H 0.9015 1.0500 -1.0151
H 0.4430 -0.4610 -1.5728
H -2.6931 0.7367 1.1483
```

***

Record 2
# C39H49FN2OPtS

A molecular structure, C39H49FN2OPtS (the ωB97M-V functional and the def2-TZVPD basis, the OMol25 dataset).

## Properties
- ⟨S²⟩: 6.073
- Orbital gap (alpha / beta): 7.689 / 5.301 eV
- Net charge: +2
- Multiplicity: 5
- LUMO level (alpha / beta): -6.1 / -8.6 eV

Geometry as XYZ:
```
94
C39H49FN2OPtS the ωB97M-V functional and the def2-TZVPD basis
Pt -0.2380 0.4433 1.0118
C -3.6657 0.2636 2.8104
C -3.3158 0.5069 1.3419
C -4.0593 1.7296 0.7969
C -3.5870 -0.7085 0.4777
C -4.9042 -1.1331 0.4111
C -5.2837 -2.1924 -0.3950
C -4.3481 -2.7747 -1.2275
C -3.0139 -2.3868 -1.2255
C -2.1881 -2.9936 -2.3627
C -1.0952 -2.1216 -2.9926
C -1.6653 -4.4165 -2.0310
C -2.6112 -1.4250 -0.2572
N -1.2357 -1.2242 -0.0316
C -0.4813 -2.2549 0.1697
C 0.9636 -2.3669 0.1021
C 1.4439 -3.6730 0.2120
C 2.7704 -4.0024 -0.0136
C 3.6797 -2.9942 -0.3340
C 3.2610 -1.6888 -0.4020
C 1.9025 -1.3219 -0.1919
N 1.5599 -0.0224 -0.1669
C 2.3883 0.9894 -0.6155
C 2.7870 2.0054 0.3002
C 3.6898 2.9568 -0.1294
C 4.2047 2.9300 -1.4221
C 3.7872 1.9595 -2.3187
C 2.8651 0.9919 -1.9552
C 2.3291 0.0313 -3.0024
C 3.4339 -0.8219 -3.6370
C 1.5978 0.8192 -4.0987
C 2.3429 1.9377 1.7450
C 2.3701 3.2668 2.4878
C 3.1279 0.8693 2.5106
H -3.4198 1.1436 3.4054
H -3.1294 -0.5932 3.2187
H -4.7336 0.0776 2.9200
H -2.2331 0.7687 1.2895
H -5.1349 1.6009 0.9160
H -3.8493 1.8771 -0.2623
H -3.7643 2.6237 1.3478
H -5.6575 -0.6239 0.9961
H -6.3166 -2.5123 -0.4187
H -4.6654 -3.5315 -1.9348
H -2.9274 -3.1144 -3.1549
H -0.1622 -2.1281 -2.4358
H -1.4282 -1.0873 -3.1092
H -0.8735 -2.5123 -3.9862
H -0.5805 -4.4137 -1.9116
H -1.8966 -5.1120 -2.8362
H -2.1193 -4.8110 -1.1217
H -0.9857 -3.2019 0.3606
H 0.7425 -4.4610 0.4581
H 3.0934 -5.0315 0.0592
H 4.7209 -3.2365 -0.5001
H 3.9791 -0.8949 -0.5571
H 4.0296 3.7188 0.5582
H 4.9346 3.6694 -1.7233
H 4.1866 1.9632 -3.3247
H 1.6039 -0.6358 -2.5317
H 4.0951 -0.2103 -4.2513
H 2.9856 -1.5743 -4.2867
H 4.0343 -1.3344 -2.8859
H 2.2868 1.4776 -4.6270
H 0.8043 1.4298 -3.6721
H 1.1649 0.1332 -4.8282
H 1.2724 1.6136 1.7232
H 3.3921 3.5930 2.6809
H 1.8826 3.1474 3.4562
H 1.8473 4.0490 1.9356
H 4.1814 1.1498 2.5564
H 3.0611 -0.1105 2.0358
H 2.7560 0.7839 3.5329
F -0.2013 -0.5319 7.0891
C -0.2471 -0.3102 5.7793
C -0.5153 0.9688 5.3193
C -0.5732 1.1811 3.9512
C -0.3656 0.1253 3.0727
C -0.1036 -1.1546 3.5506
C -0.0297 -1.3724 4.9178
H -0.6767 1.7714 6.0263
H -0.7996 2.1776 3.5892
H 0.0538 -1.9938 2.8830
H 0.1960 -2.3489 5.3250
C -0.9695 4.7007 -0.7798
S -0.4465 3.0712 -1.3509
C -1.6169 2.9434 -2.7214
O -0.9984 2.1063 -0.3152
H -0.8084 5.4062 -1.5949
H -0.3591 4.9854 0.0744
H -2.0218 4.6576 -0.5050
H -1.3222 3.6632 -3.4850
H -2.6223 3.1522 -2.3604
H -1.5619 1.9339 -3.1232
```

***

Record 3
# C4H3HoLiO2

A molecular structure, C4H3HoLiO2 (the ωB97M-V functional and the def2-TZVPD basis, the OMol25 dataset).

## Properties
- ⟨S²⟩: 6.031
- Orbital gap (alpha / beta): 8.079 / 7.794 eV
- Net charge: +3
- Multiplicity: 5
- LUMO level (alpha / beta): -13.1 / -14.4 eV

Geometry as XYZ:
```
11
C4H3HoLiO2 the ωB97M-V functional and the def2-TZVPD basis
Ho 3.7996 0.5066 -0.7716
O 1.5504 -0.0169 -0.8518
C 0.4275 0.4392 -0.2257
H 0.7678 -0.5667 1.7028
H 0.0413 1.3809 -0.6379
C -1.3217 -0.1950 1.1884
C 0.0956 0.0210 1.0689
C -1.8205 -0.2183 -0.0833
O -2.2708 -0.7369 -1.0462
Li 0.6746 -0.7761 -2.3533
H -1.9439 0.1621 2.0097
```

***

Number 1: F_max 1.15 eV/Å. Number 2: F_max 1.19 eV/Å. Number 3: F_max 6.30 eV/Å.